(1)
C18H39N2O3 | wB97M-V/def2-TZVPD

Computed properties:
DFT total energy = -28418.495 eV
charge = -1
Kohn-Sham gap = 3.08 eV
highest occupied orbital energy = -1.21 eV
lowest unoccupied orbital energy = 1.86 eV
F_max = 0.0380 hartree/bohr

Each line ends with the Mulliken charge.
Atoms and positions in Å:
O 1.6097 -3.8205 0.7884  -0.563
O 6.1930 -1.4916 -2.3244  -0.715
O -6.6925 -1.0448 2.7478  -0.555
N 5.8377 -0.1536 -4.1349  0.110
N 3.7546 -3.4766 0.1090  0.164
C 4.7841 -3.7063 -0.8895  -0.810
C 6.8735 -0.8074 -4.9131  -0.939
C -6.7406 1.2528 1.8304  -0.781
C 0.0625 0.2516 -0.0784  -0.627
C 4.0690 -2.6708 1.2738  -0.935
C -2.5735 0.6025 0.2694  -0.264
C 5.6004 -0.5831 -2.8749  0.173
C -0.0220 -0.8200 1.0534  0.390
C -2.8430 1.5271 1.5252  -1.275
C -1.2561 1.0461 -0.4392  -0.716
C -5.9196 2.2295 0.9218  -0.274
C -3.4481 2.9318 1.1127  0.164
C -4.8720 3.0919 1.7381  -1.017
C 2.5072 -3.9870 -0.0100  0.096
C -6.2434 -0.2149 1.6554  -0.037
C -0.0134 -0.2296 2.5111  -1.203
C -2.5497 4.0067 1.8500  -1.272
C 5.0893 0.9372 -4.7282  -0.913
H 5.1024 -2.3323 1.2281  0.372
H 5.6331 -4.2143 -0.4229  0.307
H -1.8371 1.7650 1.9465  0.121
H -3.4727 0.9961 2.2857  0.349
H 2.3693 -4.5817 -0.9279  0.281
H 0.4288 -1.0078 3.1806  0.418
H -4.8255 2.6558 2.7825  0.305
H -3.4048 0.8393 -0.4374  0.273
H -2.6380 3.9264 2.9761  0.166
H 3.4018 -1.8073 1.3104  0.233
H 5.7766 1.7410 -5.0018  0.335
H 4.4011 -4.3247 -1.7015  0.295
H -1.0971 2.1163 -0.1874  0.055
H -2.8200 5.0403 1.5368  0.439
H 5.1140 -2.7434 -1.2948  0.307
H -6.6154 1.4947 2.9091  0.361
H 4.5763 0.5795 -5.6236  0.344
H 0.9156 -1.4194 0.9862  -0.332
H -2.6578 -0.4830 0.4844  0.285
H 4.7972 -0.0229 -2.3716  0.284
H -6.5804 2.9520 0.3935  0.520
H -1.4679 3.8730 1.5987  0.332
H -6.5510 -0.6538 0.6787  0.275
H 3.9166 -3.2636 2.1782  0.338
H 0.8509 0.9815 0.2170  0.291
H 7.8304 -0.7138 -4.3962  0.291
H -5.1911 4.1512 1.7907  0.344
H -1.4190 0.9539 -1.5347  0.433
H -0.8320 -1.5650 0.9132  0.350
H -5.3986 1.6320 0.1418  0.126
H 6.9455 -0.3538 -5.8995  0.381
H 6.6373 -1.8682 -5.0144  0.287
H -5.1322 -0.1868 1.7058  -0.012
H 0.6349 0.6625 2.5925  0.239
H 4.3514 1.3243 -4.0274  0.304
H -1.0405 -0.0697 2.8876  0.228
H -6.4884 -1.9456 2.5008  0.305
H 0.4122 -0.2600 -1.0046  0.243
H -7.8330 1.2614 1.6274  0.323

(2)
C18H39NO2 | wB97M-V/def2-TZVPD

Computed properties:
DFT total energy = -24882.930 eV
charge = 0
energy relative to the best compared isomer or geometry (same formula, charge and spin) = 177.3 kJ/mol
Kohn-Sham gap = 9.96 eV
highest occupied orbital energy = -9.39 eV
lowest unoccupied orbital energy = 0.57 eV
F_max = 0.1062 hartree/bohr

Each line ends with the Mulliken charge.
Atoms and positions in Å:
O 3.8805 -1.7812 -3.0794  -0.440
O 0.4908 -1.8540 -3.4328  -0.354
N 3.1574 -0.1978 -4.6225  -0.508
C 3.1876 -0.9131 -3.3538  0.279
C -1.3821 2.2863 0.0925  -0.348
C -1.6119 -0.7446 3.9031  -0.164
C 0.5793 -3.6615 -4.9948  -1.098
C -0.5846 5.7672 1.2412  -1.230
C 2.0085 -0.3293 -2.5721  -0.583
C -0.0749 -3.4152 3.4518  -0.238
C -1.1550 -4.3193 2.8654  -1.198
C 0.4348 4.6947 0.8692  -0.230
C -0.4863 0.2242 4.2534  -0.934
C 0.9104 -0.5394 -3.6451  0.293
C -1.6807 -1.9510 4.8385  -0.852
C -0.2093 -2.4571 -4.5223  -0.452
C 0.2615 4.1625 -0.5529  -0.480
C -0.4399 -2.8459 4.8227  -0.700
C 1.7203 -0.2668 -4.9467  -0.634
C -0.3743 1.1489 -0.0395  -0.549
C -1.0765 3.4711 -0.8233  -0.800
H 2.1706 0.6819 -2.2447  0.180
H 0.3839 3.8739 1.5899  0.075
H -0.4957 1.0779 3.5727  0.133
H -0.5155 6.6197 0.5623  0.300
H -0.4166 -1.7667 -5.3282  0.370
H 0.1735 0.2379 -3.4808  0.358
H 0.6326 1.4656 0.2378  0.283
H -1.1508 -2.8326 -4.1388  0.373
H 1.0821 3.4739 -0.7754  0.109
H -0.4088 6.1299 2.2549  0.386
H -1.8883 4.1991 -0.7432  0.343
H -0.6031 -3.6753 5.5184  0.379
H 1.6595 -1.0750 -5.6672  0.257
H -1.4321 2.6138 1.1346  0.171
H -1.8400 -1.5978 5.8623  0.373
H 0.4939 -0.2482 4.1760  0.284
H -1.0844 3.1271 -1.8630  0.342
H 0.8493 -3.9902 3.5513  0.354
H 0.8407 -4.2707 -4.1462  0.293
H 3.4353 0.7614 -4.4666  0.323
H -2.0917 -3.7818 2.7095  0.284
H 1.8314 -1.0223 -1.7628  0.331
H 0.3698 4.9935 -1.2574  0.418
H -1.6058 5.3851 1.2033  0.282
H -2.3767 1.9059 -0.1550  0.376
H -1.5038 -1.0735 2.8657  0.068
H 1.3839 0.5821 -5.5183  0.333
H -0.8412 -4.7164 1.8989  0.375
H -2.5639 -2.5443 4.5860  0.326
H -0.6516 0.3202 0.6145  0.162
H -2.5639 -0.2094 3.9559  0.395
H -0.6062 0.6044 5.2699  0.352
H 0.4172 -2.2918 5.2155  0.308
H 1.4390 5.1169 0.9602  0.389
H 1.4924 -3.3181 -5.4647  0.283
H -1.3546 -5.1643 3.5276  0.302
H -0.3477 0.7720 -1.0645  -0.012
H -0.0139 -4.2379 -5.6937  0.398
H 0.1455 -2.6050 2.7512  0.165

(3)
C18H39NO6S3 | wB97M-V/def2-TZVPD

Computed properties:
DFT total energy = -65556.239 eV
charge = 0
energy relative to the best compared isomer or geometry (same formula, charge and spin) = 1731.3 kJ/mol
Kohn-Sham gap = 8.13 eV
highest occupied orbital energy = -7.80 eV
lowest unoccupied orbital energy = 0.32 eV
F_max = 0.2807 hartree/bohr

Each line ends with the Mulliken charge.
Atoms and positions in Å:
S -2.1996 0.6786 3.1073  1.250
S 2.3989 -1.2207 -3.7738  1.134
S 2.3483 1.2571 1.3091  1.068
O 3.0620 0.0350 -4.2778  -0.676
O 3.6332 1.7845 1.6311  -0.860
O 3.0684 -2.4949 -3.4502  -0.675
O -3.4552 0.1750 3.5961  -0.813
O 2.1367 -0.1657 1.2201  -0.358
O -2.1686 1.9862 2.4300  -0.658
N -1.1627 -0.5519 -0.1570  1.128
C -0.6155 -1.2565 2.8355  -1.483
C -0.3440 -1.6804 0.0571  0.028
C -0.6221 0.4126 -1.0786  0.456
C -0.2211 -1.6436 -3.8570  -1.072
C -2.6110 -0.9664 -0.4184  -0.411
C 0.1316 -1.7610 -2.3879  0.947
C 0.9994 -1.3878 0.6075  -0.998
C 0.2699 -0.4828 3.6973  -0.218
C 0.8626 -1.4154 -4.8475  -0.992
C 0.4626 3.2481 1.3270  0.492
C 1.1499 2.1721 2.2369  -0.540
C 1.9408 2.1749 -0.2678  0.035
C -1.5888 -0.4397 1.9527  0.861
C -0.8348 0.4754 4.3298  -0.925
C -0.2354 1.7184 -0.3955  -1.872
C -2.7018 -1.8571 -1.7278  -1.407
C 1.4244 3.5105 0.2444  -1.288
C 1.3492 -0.8674 -2.2654  0.718
H -0.7585 -2.5480 -4.1422  0.471
H -2.2775 -1.4677 -2.6532  0.284
H 1.6648 -0.6641 0.1369  -1.191
H 0.4921 -2.7457 -2.0903  0.782
H -0.8347 -2.4778 0.6152  0.454
H -1.1468 -2.0062 3.4217  0.484
H 0.4348 1.3739 2.4358  -0.297
H 1.4732 -2.2599 1.0581  0.236
H -3.2372 -1.4151 0.3528  0.539
H -1.3559 0.6413 -1.8516  0.624
H -0.4603 2.7730 0.9943  -0.221
H -1.1214 2.1815 0.0389  0.780
H 1.9142 -0.9204 -1.3347  0.889
H -3.7450 -2.1123 -1.9140  0.534
H -1.2377 0.1008 5.2707  0.447
H -0.6153 1.4662 4.7276  0.550
H -3.2404 -0.1570 -0.7883  0.404
H -0.6893 -1.4682 -1.7334  -1.783
H 2.8730 2.2332 -0.8297  0.704
H 0.2303 2.5263 -0.9600  0.826
H 0.7866 -0.8623 1.5385  -0.195
H 1.0982 1.6987 -0.7691  0.217
H 0.7657 -1.0370 4.4942  0.570
H 2.1983 4.2066 0.5676  0.366
H 0.0297 4.0836 1.8772  0.597
H 1.1071 -2.0972 -5.6621  0.470
H -1.0861 0.1612 1.1950  0.105
H -0.0580 -1.7915 2.0666  0.914
H 0.3804 1.4075 0.4484  -1.045
H -2.1537 -2.7940 -1.6283  0.282
H 0.9553 0.1652 3.1509  -0.110
H 0.8566 -0.4167 -5.2843  0.354
H 0.2865 0.0883 -1.5859  -2.621
H -0.8747 -0.7757 -3.9453  0.251
H 1.5150 2.6227 3.1598  0.569
H 0.9748 0.1548 -2.3195  0.720
H -0.1773 -2.3328 -0.8000  -0.227
H -2.4002 -1.0787 1.6043  -0.111
H 0.9569 4.1064 -0.5394  0.506